[1]
A structure of composition C4H10AsCuF2NO3. Source: the Open Molecules 2025 dataset; level of theory: the ωB97M-V functional and the def2-TZVPD basis.

Results
- spin multiplicity = 1
- energy relative to the best compared isomer or geometry (same formula, charge and spin) (kJ/mol) = 37.5
- frontier orbital gap (eV) = 7.2
- calculated total energy (Eh) = -4514.79565
- net charge = -1
- HOMO (eV) = -3.89

Element x y z (Å)
Cu -0.430 0.501 -1.797
O 2.440 -0.429 -0.566
N 2.338 -0.778 -1.776
O 1.190 -1.057 -2.142
C 1.847 0.892 1.837
As 0.536 0.434 0.485
C -1.046 1.113 1.446
C 0.032 -1.449 0.630
O 0.630 1.557 -0.773
H 1.498 0.540 2.808
H 1.909 1.980 1.849
H 2.823 0.476 1.607
H -1.138 0.664 2.438
H -1.945 0.896 0.869
H -0.954 2.195 1.552
H -0.153 -1.655 1.687
H 0.799 -2.111 0.244
H -0.884 -1.585 0.056
F -3.193 0.415 -2.636
C -2.005 -0.351 -2.513
F -2.440 -1.493 -1.775
H -1.855 -0.752 -3.529


[2]
A structure of composition C4H10BClO4PdS. Source: the Open Molecules 2025 dataset; level of theory: the ωB97M-V functional and the def2-TZVPD basis.

Results
- spin multiplicity = 1
- energy relative to the best compared isomer or geometry (same formula, charge and spin) (kJ/mol) = 0.0
- frontier orbital gap (eV) = 2.9
- calculated total energy (Eh) = -1469.65931
- net charge = +2
- HOMO (eV) = -16.83

Element x y z (Å)
C 0.659 -2.208 3.154
B 0.057 -0.993 2.407
O 0.161 0.327 2.747
O -0.678 -1.182 1.196
S -1.683 -0.044 0.779
O -2.980 -0.587 0.557
O -1.090 0.393 -0.644
C -0.225 1.539 -0.793
C 0.878 1.188 -1.798
C 0.366 0.348 -2.984
Cl 2.189 0.274 -1.053
H 0.460 -3.147 2.644
H 0.205 -2.241 4.150
H 1.734 -2.063 3.272
H 0.026 0.550 3.684
H 0.221 1.841 0.154
H -0.827 2.365 -1.174
H 1.294 2.142 -2.118
H 1.073 -0.411 -3.315
H 0.278 1.076 -3.846
H -0.568 -0.156 -2.688
Pd -1.551 0.991 -4.333


[3]
A structure of composition C4H10BCrF3N4O14. Source: the Open Molecules 2025 dataset; level of theory: the ωB97M-V functional and the def2-TZVPD basis.

Results
- spin multiplicity = 4
- frontier orbital gap (alpha / beta) (eV) = 6.1 / 6.0
- calculated total energy (Eh) = -2799.06456
- expectation value of S² = 3.77
- net charge = -3
- HOMO (alpha / beta) (eV) = 0.62 / 0.65

Element x y z (Å)
Cr 0.878 0.916 0.508
N -0.041 3.621 2.396
O 0.401 2.736 1.654
O -0.702 4.578 2.012
O 0.357 3.570 3.516
N -2.383 1.214 0.944
O -2.523 2.435 0.942
O -3.141 0.332 1.280
O -1.277 0.780 0.668
N -0.241 3.146 -1.755
O 0.539 2.434 -1.078
O -0.054 3.283 -2.991
O -1.130 3.735 -1.157
N 0.568 -0.038 3.763
O 0.518 -1.120 4.256
O 0.672 0.957 4.495
O 0.710 0.109 2.573
C 0.814 -2.078 -1.340
O -0.552 -2.463 -1.291
O 0.923 -0.946 -0.434
C 1.554 -3.391 -0.987
F 1.458 -4.258 -1.935
F 2.809 -3.184 -0.763
F 1.053 -4.049 0.054
C -1.575 -1.902 -2.132
C -2.822 -2.851 -2.165
H -3.401 -2.784 -1.243
H -3.511 -2.711 -2.998
H -2.511 -3.876 -2.367
H -1.274 -1.607 -3.137
H -1.980 -1.010 -1.654
H 1.020 -1.890 -2.393
B 2.988 1.257 0.534
H 2.548 2.103 1.038
H 4.060 1.313 0.641
H 2.599 0.383 1.034
H 2.649 1.253 -0.491


[4]
A structure of composition C4H10Br2N. Source: the Open Molecules 2025 dataset; level of theory: the ωB97M-V functional and the def2-TZVPD basis.

Results
- spin multiplicity = 1
- energy relative to the best compared isomer or geometry (same formula, charge and spin) (kJ/mol) = 322.4
- frontier orbital gap (alpha / beta) (eV) = 9.1 / 7.6
- calculated total energy (Eh) = -5360.77585
- net charge = +1
- HOMO (alpha / beta) (eV) = -13.92 / -12.75

Element x y z (Å)
C 0.482 1.306 -0.083
C 0.992 -0.263 -1.723
C 0.405 -0.903 0.483
C -1.936 -0.668 1.790
N 0.181 0.027 -0.611
Br -2.868 -0.110 0.311
Br -1.443 0.548 3.143
H -0.050 1.575 0.811
H 1.579 1.481 0.160
H 0.275 2.067 -0.824
H 2.031 -0.310 -1.279
H 0.818 -1.332 -2.074
H 0.806 0.582 -2.446
H 1.291 -0.578 0.997
H 0.548 -1.881 0.041
H -2.238 -1.622 2.211
H -0.874 0.082 -0.906


[5]
The ion C4H10Br2NSi with charge +1. Source: the Open Molecules 2025 dataset; level of theory: the ωB97M-V functional and the def2-TZVPD basis.

Results
- spin multiplicity = 1
- energy relative to the best compared isomer or geometry (same formula, charge and spin) (kJ/mol) = 0.0
- frontier orbital gap (eV) = 9.6
- calculated total energy (Eh) = -5650.34695
- net charge = +1
- HOMO (eV) = -13.14
- structure (SMILES) = CC(=C(Br)Br)[C@H]([NH3+])[SiH3]

Element x y z (Å)
C -1.532 -1.857 1.282
C -1.728 -0.466 0.594
C -2.772 -0.268 -0.261
Br -3.024 1.596 -0.927
Br -4.248 -1.386 -0.594
C -0.491 0.531 1.013
N -0.937 1.956 1.333
Si 0.622 0.384 -0.584
H -0.500 -1.987 1.759
H -1.615 -2.675 0.585
H -2.290 -2.087 2.139
H -0.092 0.105 1.953
H -1.707 2.295 0.565
H -0.058 2.507 1.319
H -1.265 1.934 2.339
H -0.074 1.179 -1.722
H 0.980 -0.976 -0.787
H 1.666 1.486 -0.494


[6]
A cluster of 2 separate species, C4H10ClN in total. Source: the Open Molecules 2025 dataset; level of theory: the ωB97M-V functional and the def2-TZVPD basis.

Results
- spin multiplicity = 1
- energy relative to the best compared isomer or geometry (same formula, charge and spin) (kJ/mol) = 532.1
- frontier orbital gap (alpha / beta) (eV) = 10.0 / 6.4
- calculated total energy (Eh) = -673.15676
- HOMO (alpha / beta) (eV) = -9.19 / -7.18

Element x y z (Å)
C -0.364 0.160 -1.567
C -0.944 -1.727 0.081
C 1.141 1.729 1.200
C 0.010 -0.799 -0.566
N -0.108 1.228 1.501
Cl -1.271 2.249 0.731
H -1.257 -0.302 -1.895
H -0.576 1.108 -1.018
H 0.414 0.337 -2.172
H -1.777 -1.155 0.642
H -0.436 -2.506 0.741
H -1.475 -2.243 -0.706
H 1.380 2.755 1.496
H 1.743 0.984 1.617
H 1.303 1.807 0.017
H 1.135 -0.927 -0.371


[7]
A cluster of 2 separate species, C4H10ClNOS in total. Source: the Open Molecules 2025 dataset; level of theory: the ωB97M-V functional and the def2-TZVPD basis.

Results
- spin multiplicity = 3
- frontier orbital gap (alpha / beta) (eV) = 9.4 / 7.0
- calculated total energy (Eh) = -1146.65653
- expectation value of S² = 2.01
- HOMO (alpha / beta) (eV) = -8.71 / -8.70

Element x y z (Å)
C -1.420 -0.190 0.162
C 0.870 0.456 1.051
C 0.611 -0.216 -1.416
C 0.052 -0.422 0.047
N 0.396 -1.794 0.326
O 3.498 -1.250 0.273
S 4.909 -0.936 0.622
Cl -0.154 -2.487 1.788
H -1.983 -0.856 -0.470
H -1.753 -0.397 1.145
H -1.677 0.751 -0.261
H 1.899 0.129 0.750
H 0.792 0.014 2.023
H 0.673 1.494 1.361
H 1.346 -0.922 -1.810
H -0.114 -0.267 -2.250
H 1.165 0.807 -1.442
H 1.458 -1.801 0.245


[8]
A structure of composition C4H10F2Li4N2O9S2. Source: the Open Molecules 2025 dataset; level of theory: the ωB97M-V functional and the def2-TZVPD basis.

Results
- spin multiplicity = 1
- energy relative to the best compared isomer or geometry (same formula, charge and spin) (kJ/mol) = 0.0
- frontier orbital gap (eV) = 7.1
- calculated total energy (Eh) = -1970.76596
- net charge = +2
- HOMO (eV) = -15.49

Element x y z (Å)
Li -0.286 0.662 0.631
Li -3.037 -2.516 -2.426
Li -2.655 -0.996 0.258
Li -1.768 -0.662 -4.730
N -1.910 -2.626 -0.666
S -0.228 -2.524 -1.009
O 0.611 -3.662 -0.924
O 0.226 -1.253 -0.488
F -0.404 -2.259 -2.569
S -1.888 -3.958 0.210
O -1.085 -3.912 1.390
O -1.951 -5.115 -0.633
F -3.396 -3.795 0.752
N -1.688 0.670 -2.024
O -0.884 1.196 -1.239
O -1.398 0.596 -3.250
O -2.754 0.126 -1.566
C 2.842 -0.677 1.178
O 1.904 0.395 1.033
C 2.473 1.705 1.094
C 1.486 2.739 1.568
O 0.158 2.592 1.006
C -0.562 3.778 0.755
H 2.378 -1.550 0.733
H 3.034 -0.894 2.231
H 3.777 -0.398 0.692
H 2.939 1.981 0.145
H 3.261 1.645 1.851
H 1.837 3.680 1.139
H 1.374 2.723 2.651
H -0.527 4.479 1.597
H -1.623 3.521 0.755
H -0.257 4.311 -0.144


[9]
An isolated molecule of C4H10FN. Source: the Open Molecules 2025 dataset; level of theory: the ωB97M-V functional and the def2-TZVPD basis.

Results
- spin multiplicity = 1
- energy relative to the best compared isomer or geometry (same formula, charge and spin) (kJ/mol) = 73.3
- frontier orbital gap (eV) = 10.2
- calculated total energy (Eh) = -312.99100
- HOMO (eV) = -9.12
- structure (SMILES) = C[C@H](CN)CF

Element x y z (Å)
C -0.221 -0.328 1.561
C 0.350 0.475 0.371
C -0.747 0.835 -0.679
N -1.002 -0.313 -1.484
C 1.415 -0.426 -0.236
F 2.201 0.254 -1.108
H 0.661 -0.440 2.371
H -1.025 0.280 2.093
H -0.591 -1.356 1.339
H 0.831 1.338 0.841
H -1.646 0.953 0.013
H -0.514 1.715 -1.214
H -0.776 -0.149 -2.422
H -1.901 -0.782 -1.319
H 0.820 -1.242 -0.654
H 2.144 -0.813 0.526


[10]
A cluster of 2 separate species, C4H10FN3O in total. Source: the Open Molecules 2025 dataset; level of theory: the ωB97M-V functional and the def2-TZVPD basis.

Results
- spin multiplicity = 1
- frontier orbital gap (alpha / beta) (eV) = 8.1 / 7.9
- calculated total energy (Eh) = -496.91432
- net charge = +2
- HOMO (alpha / beta) (eV) = -17.24 / -17.33

Element x y z (Å)
C -1.962 -1.128 -0.022
C -1.048 0.732 -0.222
C 0.449 0.939 -0.209
C 2.636 -0.331 0.250
N 0.770 2.229 -0.091
N 1.198 -0.139 -0.094
N -3.396 -0.969 0.045
O 3.231 -1.504 -0.139
F -1.997 1.544 0.042
H -1.431 -2.018 -0.181
H 2.727 -0.226 1.314
H 3.215 0.548 -0.158
H 0.057 2.935 -0.079
H 1.684 2.692 -0.389
H 0.688 -0.968 -0.379
H -3.590 -0.394 0.944
H -3.873 -1.850 0.034
H -3.553 -0.438 -0.860
H 4.195 -1.656 0.195


Among the records above, which one has the highest calculated total energy?
C4H10FN